1.
This record from the OMol25 dataset describes a 4-piece molecular cluster, C19H41F3N2O3 overall. The level of theory is wB97M-V/def2-TZVPD.

Positions of all 68 atoms, in Å:
C  -4.429  19.810  -3.025
C  -5.677  18.936  -3.080
O  -6.588  19.629  -3.838
C  -7.922  19.141  -4.103
O  -8.314  17.992  -3.933
C  -8.891  20.154  -4.795
F  -10.046  20.224  -4.142
F  -8.390  21.351  -4.965
F  -9.152  19.722  -5.990
H  -4.029  20.154  -3.979
H  -3.560  19.324  -2.583
H  -4.538  20.672  -2.367
H  -6.031  18.762  -2.064
H  -5.405  18.017  -3.600
C  -0.643  22.802  0.365
C  -1.535  21.805  1.101
N  -2.665  22.588  1.683
C  -2.977  22.363  3.105
C  -1.865  22.610  4.200
C  -3.823  22.255  0.812
C  -5.040  23.184  0.989
H  -0.013  22.291  -0.363
H  -0.003  23.522  0.875
H  -1.256  23.515  -0.188
H  -1.931  20.899  0.642
H  -0.853  21.493  1.892
H  -3.829  22.999  3.343
H  -3.303  21.323  3.121
H  -2.137  22.257  5.195
H  -0.877  22.183  4.027
H  -1.629  23.664  4.049
H  -4.047  21.206  1.008
H  -3.521  22.354  -0.230
H  -4.812  24.144  1.453
H  -5.697  22.725  1.728
H  -5.648  23.199  0.084
C  -8.181  24.424  -7.328
C  -7.683  24.815  -5.993
N  -6.677  25.848  -6.136
C  -5.435  25.451  -6.692
C  -4.692  24.565  -5.652
C  -6.539  26.776  -5.019
C  -7.737  27.646  -4.717
H  -8.903  25.130  -7.739
H  -8.807  23.552  -7.139
H  -7.463  24.062  -8.064
H  -8.509  25.052  -5.321
H  -7.239  23.970  -5.467
H  -5.513  24.913  -7.636
H  -4.893  26.367  -6.924
H  -3.659  24.513  -5.997
H  -4.429  25.129  -4.757
H  -5.137  23.593  -5.441
H  -5.719  27.474  -5.185
H  -6.364  26.211  -4.104
H  -8.721  27.187  -4.615
H  -7.791  28.356  -5.542
H  -7.628  28.326  -3.873
C  -7.848  25.294  -1.979
C  -8.306  24.059  -1.284
C  -8.046  22.742  -1.840
O  -8.842  24.292  -0.226
H  -6.789  25.280  -2.235
H  -8.082  26.256  -1.525
H  -8.383  25.117  -2.912
H  -8.889  22.594  -2.516
H  -7.916  21.953  -1.099
H  -7.133  22.619  -2.423

**Lowest unoccupied orbital energy**: 0.38 eV
**HOMO energy**: -8.0 eV
**Kohn-Sham gap**: 8.35 eV
**Electronic energy**: -1383.24132 a.u.

Löwdin population analysis, charges in e, atoms 1 to 2: -0.063, -0.260

***

2.
This record from the OMol25 dataset describes C19H42AlNO2P3Se as an isolated structure. The level of theory is wB97M-V/def2-TZVPD.

Positions of all 69 atoms, in Å:
Al  0.129  -0.549  -0.311
P  2.317  2.385  0.742
P  -1.245  -0.875  2.796
P  -1.736  1.011  0.016
H  1.306  -1.199  -5.547
C  1.301  -0.114  -5.437
C  1.622  0.606  -4.357
H  1.936  0.233  -3.372
C  3.928  1.603  0.840
C  1.422  2.316  2.295
C  2.483  4.099  0.228
C  -2.503  -2.206  3.120
C  0.067  -1.396  3.984
C  -2.009  0.487  3.781
C  -1.718  1.658  -1.685
C  -1.962  2.593  0.915
C  -3.390  0.273  0.222
H  0.969  0.385  -6.349
H  1.564  1.699  -4.448
H  4.062  0.947  -0.038
H  4.034  1.005  1.754
H  4.708  2.375  0.823
H  1.414  1.309  2.724
H  0.374  2.645  2.179
H  1.899  3.000  3.023
H  2.783  4.087  -0.819
H  3.235  4.620  0.840
H  1.505  4.601  0.311
H  -2.786  -2.216  4.188
H  -2.083  -3.175  2.830
H  -3.400  -2.005  2.507
H  -0.315  -1.377  5.021
H  0.915  -0.701  3.904
H  0.411  -2.413  3.749
H  -2.186  0.143  4.815
H  -2.959  0.800  3.327
H  -1.312  1.338  3.797
H  -2.614  2.282  -1.807
H  -1.699  0.884  -2.471
H  -0.823  2.288  -1.783
H  -2.834  3.120  0.489
H  -1.082  3.240  0.784
H  -2.145  2.463  1.992
H  -4.123  0.908  -0.299
H  -3.683  0.200  1.279
H  -3.425  -0.738  -0.219
C  -1.627  -2.444  -2.000
C  -0.672  -2.137  -2.997
C  -1.140  -1.489  -4.124
C  -2.474  -1.190  -4.323
C  -3.424  -1.716  -3.445
C  -3.002  -2.413  -2.309
Se  -1.116  -2.665  -0.214
H  1.725  1.853  -0.437
H  0.401  -2.319  -2.827
H  -0.428  -1.186  -4.892
H  -2.768  -0.609  -5.202
H  -4.472  -1.602  -3.644
H  -3.697  -2.888  -1.633
N  3.425  -2.726  1.690
C  3.443  -2.186  0.246
C  2.195  -1.463  0.019
O  1.813  -0.914  -1.103
O  1.351  -1.407  0.986
H  3.588  -1.961  2.371
H  4.173  -3.415  1.851
H  2.526  -3.188  1.922
H  4.301  -1.520  0.135
H  3.528  -3.055  -0.403

**Lowest unoccupied orbital energy**: -9.48 eV
**HOMO energy**: -15.3 eV
**Total charge**: +3
**Kohn-Sham gap**: 5.79 eV
**Electronic energy**: -4621.39055 a.u.

Löwdin population analysis, charges in e, atoms 1 to 2: 0.142, 0.896

***

In the order shown, the computed M values come out to 402.54, 515.41 g mol⁻¹.